[1]
{"formula": "C8H8O3S2", "method": "the ωB97M-V functional and the def2-TZVPD basis", "orbital_gap_ev": 8.970, "smiles": "O=C(OC1CSSC1)c1ccco1", "homo_energy_ev": -8.37, "e_above_lowest_ev": 0.000, "e_tot_ha": -1331.73712, "symbols": ["C", "C", "C", "C", "C", "C", "C", "C", "H", "H", "H", "H", "H", "H", "H", "H", "O", "O", "O", "S", "S"], "coordinates": [[-0.52202, 0.28890, -1.29931], [-1.16408, 0.27291, 0.98236], [-1.36504, -1.21728, 1.22876], [-0.66725, 1.00861, 2.24633], [0.60663, 0.54339, -2.20848], [1.91591, 0.85727, -1.98213], [2.51878, 0.95848, -3.26760], [1.52566, 0.69780, -4.15859], [-2.10760, 0.71233, 0.59495], [-1.36945, -1.78319, 0.32075], [-2.31768, -1.34953, 1.74357], [0.25098, 1.55952, 2.02679], [-1.38365, 1.73738, 2.58738], [2.38830, 1.02513, -1.01227], [3.55255, 1.19830, -3.50599], [1.47977, 0.63597, -5.26583], [-1.63454, -0.02137, -1.63672], [-0.13724, 0.47494, -0.01769], [0.36364, 0.43430, -3.52944], [-0.02104, -1.77148, 2.31961], [-0.37393, -0.18473, 3.60123]], "forces_ev_per_a": [[0.06, 0.17, 0.09], [-0.15, 0.39, -0.37], [-0.06, 0.42, 0.93], [0.39, -0.22, -0.23], [0.25, -0.03, 0.55], [-0.02, 0.14, 0.36], [0.18, 0.07, -0.25], [0.02, -0.17, -1.12], [0.56, -0.23, 0.25], [0.05, -0.28, -0.56], [0.01, -0.11, 0.01], [-0.07, -0.26, -0.13], [-0.39, 0.11, 0.23], [-0.30, -0.16, -0.45], [-0.39, -0.09, 0.10], [0.13, 0.12, 1.13], [0.08, -0.03, -0.01], [-0.15, -0.03, -0.04], [0.00, 0.03, -0.24], [-0.09, 0.18, -0.08], [-0.13, -0.01, -0.17]]}

***

[2]
{"formula": "C11H19N2O7ScSe", "method": "the ωB97M-V functional and the def2-TZVPD basis", "orbital_gap_ev": 8.628, "homo_energy_ev": -8.63, "e_above_lowest_ev": 0.294, "e_tot_ha": -4229.08942, "symbols": ["Sc", "O", "C", "C", "N", "C", "C", "O", "O", "C", "C", "O", "O", "H", "H", "H", "H", "H", "H", "H", "H", "H", "C", "O", "C", "C", "O", "C", "H", "H", "H", "H", "H", "H", "H", "H", "H", "H", "Se", "C", "N"], "coordinates": [[0.14464, 0.12123, 0.06768], [-1.72003, -0.98121, 0.93315], [-2.05128, -2.21831, 0.27602], [-0.80081, -3.04323, 0.40253], [0.35230, -2.28777, -0.11946], [0.59802, -2.51790, -1.54868], [1.49449, -1.41365, -2.09996], [2.29910, -1.61321, -2.97132], [1.27427, -0.25611, -1.50567], [1.55554, -2.56382, 0.69137], [1.53620, -1.67711, 1.93131], [1.71250, -2.09362, 3.04980], [1.28301, -0.42197, 1.61746], [-2.49131, -0.42025, 1.09338], [-2.31558, -2.01891, -0.76568], [-2.89762, -2.69053, 0.77487], [-0.90513, -4.00877, -0.10294], [-0.61984, -3.24520, 1.45884], [-0.35852, -2.46959, -2.07585], [1.04747, -3.49671, -1.73741], [2.43482, -2.30719, 0.09843], [1.62441, -3.61219, 0.99094], [-0.53778, 1.17591, 3.16256], [-0.87170, 1.46116, 1.79484], [-0.72349, 2.84118, 1.44253], [0.69911, 3.10958, 1.03410], [1.01550, 2.17319, 0.00505], [2.18727, 2.53021, -0.75662], [-1.20688, 1.74769, 3.80828], [0.50379, 1.41214, 3.37398], [-0.67768, 0.11039, 3.31162], [-1.01709, 3.47651, 2.28118], [-1.39694, 3.00737, 0.60337], [1.40902, 2.98573, 1.85744], [0.79473, 4.12311, 0.63729], [2.03809, 3.52661, -1.16962], [2.27730, 1.80162, -1.55301], [3.05797, 2.49958, -0.09952], [-1.97540, 0.88634, -1.43830], [-1.07163, 2.27829, -2.28121], [-0.50928, 3.17693, -2.73892]], "forces_ev_per_a": [[-0.27, 0.02, 0.34], [0.05, 0.05, 0.15], [-0.13, 0.19, 0.07], [0.16, -0.15, -0.03], [0.03, 0.05, 0.05], [-0.11, -0.24, 0.03], [-0.04, 0.52, 0.26], [-0.02, -0.08, -0.09], [0.27, -0.30, -0.32], [0.05, -0.21, 0.00], [-0.14, 0.66, -0.13], [0.08, -0.14, 0.01], [0.14, -0.36, 0.28], [0.08, -0.06, -0.15], [0.01, -0.01, -0.02], [0.03, -0.05, 0.01], [-0.02, 0.02, -0.02], [-0.04, 0.04, 0.03], [0.03, 0.03, -0.06], [0.01, 0.00, 0.00], [0.04, 0.02, 0.06], [-0.02, -0.04, -0.13], [-0.07, 0.07, -0.05], [0.10, -0.04, -0.08], [-0.08, -0.09, 0.14], [0.15, 0.05, -0.15], [0.07, -0.17, -0.05], [-0.14, 0.03, 0.12], [0.01, -0.01, 0.04], [0.01, 0.01, 0.01], [-0.01, -0.01, 0.01], [0.00, 0.01, 0.00], [0.02, 0.04, -0.03], [-0.02, -0.01, 0.04], [-0.05, 0.01, 0.00], [0.02, 0.00, -0.04], [0.03, -0.01, -0.01], [0.04, 0.02, -0.03], [0.02, 0.55, -0.55], [-0.29, -0.39, 0.30], [0.01, -0.04, 0.02]]}

***

[3]
{"formula": "C5H9N3", "method": "the ωB97M-V functional and the def2-TZVPD basis", "orbital_gap_ev": 9.747, "smiles": "C[C@@]12C[C@@H]1NN=CN2", "homo_energy_ev": -8.88, "e_above_lowest_ev": 5.858, "e_tot_ha": -359.98198, "symbols": ["C", "C", "C", "C", "C", "H", "H", "H", "H", "H", "H", "H", "H", "H", "N", "N", "N"], "coordinates": [[-0.57876, 1.24138, 0.90169], [0.26208, 0.55787, -0.38732], [-0.72458, 0.64684, -1.57464], [-0.48923, -0.65933, -0.81649], [1.27118, -0.97157, 0.99297], [-0.51331, 2.35697, 0.76159], [-0.22966, 1.00841, 1.91900], [-1.57487, 0.78921, 0.68178], [-0.46285, 0.41298, -2.68093], [-1.45630, 1.40473, -1.29009], [0.33421, -1.24343, -1.39208], [-1.19065, -2.38730, -0.11919], [2.35601, -1.05233, 1.44128], [2.15839, 0.91930, 0.23309], [-0.98527, -1.36136, 0.29067], [0.27093, -1.68537, 1.05939], [1.55267, 0.02300, -0.02072]], "forces_ev_per_a": [[0.75, 0.11, -2.53], [-1.81, -0.21, 2.26], [1.40, -1.24, -1.34], [1.71, 0.57, -1.75], [5.25, 2.29, -1.66], [-0.45, -1.05, 0.15], [0.00, -0.29, -0.62], [0.47, 1.04, 0.98], [-0.41, 1.28, 2.02], [-0.14, -0.55, -0.69], [-1.85, 0.65, 0.53], [0.10, 2.85, 1.68], [-2.65, -1.04, 0.29], [-1.04, -3.09, 0.09], [0.64, -4.28, -0.55], [-2.59, -1.47, 1.20], [0.62, 4.42, -0.08]]}